Computed, not measured: C6H9NS2 in the gas phase, with ωB97M-V/def2-TZVPD.

Each line ends with the Mulliken charge.
Positions of all 18 atoms, in Å:
C (-0.4228, 0.2972, -0.4379)  0.18
C (0.1220, -1.8611, 0.4376)  -0.12
C (1.8785, 0.2505, 0.0926)  0.28
C (-1.7214, 0.8568, -0.1533)  -1.20
C (-0.6258, -3.0774, -0.0051)  -0.70
C (0.8638, 2.4397, -0.0573)  -1.06
N (0.6753, 0.9753, -0.1893)  0.05
S (3.3608, 1.0668, 0.4648)  -0.35
S (1.7455, -1.5221, 0.1638)  -0.04
H (-2.3447, 0.0729, -0.5987)  0.29
H (-1.8158, 1.8950, -0.4058)  0.44
H (-1.8031, 0.9145, 0.9042)  0.31
H (-0.3396, -3.9583, -0.7032)  0.29
H (-1.6522, -2.6695, -0.3070)  0.20
H (-0.8897, -3.6877, 0.8427)  0.32
H (0.1157, 2.8310, -0.6504)  0.46
H (0.9040, 2.6261, 1.0517)  0.34
H (1.9496, 2.5506, -0.4494)  0.29

Values from the calculation:
LUMO energy ... -0.412 eV
2S+1 ... 1
Kohn-Sham gap ... 0.241 hartree
HOMO energy ... -0.256 Eh
Energy above the lowest of the compared OMol25 structures with the same formula, charge and spin ... 158.2 kcal per mole

=====

Computed, not measured: 2 unconnected molecules or ions with the total composition C6H15ClN, with ωB97M-V/def2-TZVPD.

Each line ends with the Mulliken charge.
Positions of all 23 atoms, in Å:
C (-1.3281, 1.5339, -0.3672)  -0.66
C (2.1909, 0.8719, -1.1937)  -0.59
C (2.4802, -0.0098, 1.2032)  -1.29
C (-2.3394, -1.9238, 0.2716)  -0.72
C (-1.3372, 0.2429, 0.2332)  -0.60
C (2.0434, -0.1611, -0.2055)  0.58
N (-1.5639, -0.9718, -0.5237)  0.23
Cl (1.4400, -1.7171, -0.7437)  -0.28
H (-0.2710, 1.5481, -0.7746)  -0.15
H (-1.5383, 2.4104, 0.3462)  0.32
H (-2.0009, 1.6055, -1.3450)  0.27
H (2.3980, 0.5356, -2.2065)  0.36
H (2.6968, 1.6664, -0.6752)  0.34
H (1.1082, 1.2128, -1.3677)  0.07
H (2.3465, -0.9820, 1.7579)  0.39
H (2.0407, 0.7754, 1.6844)  0.35
H (3.5905, 0.2184, 1.1876)  0.36
H (-3.1367, -2.3184, -0.3816)  0.33
H (-1.7722, -2.7836, 0.7688)  0.27
H (-2.6409, -1.2272, 1.0884)  0.37
H (-1.0554, -0.0174, 1.1901)  0.61
H (-0.5899, -1.3520, -0.7235)  0.03
H (-2.0417, -0.7117, -1.3938)  0.41

Values from the calculation:
LUMO energy (alpha / beta) ... -4.122 / -3.131 eV
2S+1 ... 1
Kohn-Sham gap (alpha / beta) ... 0.256 / 0.348 hartree
HOMO energy (alpha / beta) ... -0.407 / -0.463 Eh
Energy above the lowest of the compared OMol25 structures with the same formula, charge and spin ... 65.5 kcal per mole
Charge ... +1

=====

Computed, not measured: C5H10O2 in the gas phase, with ωB97M-V/def2-TZVPD.

Each line ends with the Mulliken charge.
Positions of all 17 atoms, in Å:
C (0.6350, -0.2324, 2.3338)  -1.23
C (0.9455, -0.2890, 0.8415)  -0.49
C (-0.2358, 0.1056, -0.0375)  0.06
O (-0.5114, 1.4752, 0.2143)  -0.56
C (0.0798, -0.1318, -1.5235)  -0.49
C (-1.1426, 0.0134, -2.3983)  -0.12
O (-2.1040, -0.7098, -2.2735)  -0.47
H (1.5140, -0.5067, 2.9269)  0.37
H (0.3239, 0.7743, 2.6262)  0.28
H (-0.1716, -0.9279, 2.5940)  0.31
H (1.7827, 0.3817, 0.6078)  0.33
H (1.2587, -1.3025, 0.5617)  0.33
H (-1.1081, -0.5106, 0.2278)  0.35
H (-1.4149, 1.6698, -0.0619)  0.35
H (0.4183, -1.1664, -1.6386)  0.31
H (0.8837, 0.5397, -1.8386)  0.32
H (-1.1532, 0.8175, -3.1622)  0.34

Values from the calculation:
LUMO energy ... 0.767 eV
2S+1 ... 1
Kohn-Sham gap ... 0.395 hartree
SMILES ... CC[C@@H](O)CC=O
HOMO energy ... -0.367 Eh
Energy above the lowest of the compared OMol25 structures with the same formula, charge and spin ... 30.6 kcal per mole

=====

Computed, not measured: a molecular structure, C22H42Br6O10S5, with ωB97M-V/def2-TZVPD.

Each line ends with the Mulliken charge.
Positions of all 85 atoms, in Å:
C (16.3845, 7.7025, -3.8551)  -0.34
Br (14.9412, 6.6924, -4.7500)  -0.02
Br (15.8949, 9.6013, -4.0580)  -0.03
Br (18.1032, 7.2449, -4.6955)  0.00
H (16.3571, 7.4207, -2.8026)  0.39
C (15.2102, 10.7848, 3.6650)  -0.36
Br (13.3014, 11.0785, 3.5042)  0.01
Br (16.0664, 12.5089, 4.1605)  -0.02
Br (16.0132, 10.0986, 1.8864)  -0.02
H (15.3790, 10.0115, 4.4145)  0.38
C (21.8644, 4.1137, 2.7740)  -0.59
C (22.0496, 5.5099, 2.0056)  -0.72
C (20.7308, 6.1206, 1.7340)  -0.63
S (19.3519, 4.7786, 1.7536)  1.05
O (18.7547, 4.6061, 0.4220)  -0.62
O (18.6097, 4.8781, 3.0008)  -0.61
C (20.6873, 3.4972, 1.9609)  -0.73
H (21.6325, 4.2232, 3.8334)  0.29
H (22.8222, 3.5934, 2.7783)  0.35
H (22.5547, 5.2244, 1.0828)  0.30
H (22.9323, 6.1063, 2.2363)  0.42
H (20.5331, 6.7001, 0.8323)  0.43
H (20.4905, 6.6787, 2.6390)  0.28
H (20.7918, 3.2799, 0.8979)  0.37
H (20.3076, 2.5723, 2.3950)  0.43
C (14.5614, 6.8998, -10.4602)  -0.74
C (15.5532, 8.0192, -10.7624)  -0.50
C (16.8517, 7.2823, -10.1987)  -0.75
S (16.8655, 5.5531, -10.6068)  1.09
O (17.4708, 4.8105, -9.5300)  -0.63
O (17.2142, 5.3434, -12.0077)  -0.64
C (15.0641, 5.4429, -10.5936)  -0.59
H (13.6330, 6.9453, -11.0296)  0.35
H (14.1860, 7.0798, -9.4528)  0.30
H (15.3069, 8.9932, -10.3396)  0.33
H (15.5650, 8.0496, -11.8519)  0.29
H (16.7686, 7.2693, -9.1120)  0.34
H (17.8133, 7.6560, -10.5504)  0.45
H (14.8817, 4.8685, -9.6853)  0.31
H (14.7904, 4.8220, -11.4466)  0.40
C (25.4528, 10.0171, -6.2705)  -0.72
C (26.3346, 9.5573, -5.1176)  -0.60
C (25.8648, 10.2361, -3.8686)  -0.63
S (24.0676, 10.0277, -3.9441)  1.04
O (23.3532, 11.1778, -3.4258)  -0.65
O (23.7816, 8.6954, -3.4028)  -0.63
C (23.9478, 10.0626, -5.7691)  -0.57
H (25.6156, 9.4392, -7.1802)  0.34
H (25.9211, 10.9280, -6.6437)  0.34
H (27.3430, 9.8625, -5.3970)  0.34
H (26.3823, 8.4701, -5.0562)  0.31
H (26.1103, 11.2966, -3.9248)  0.31
H (26.1977, 9.8621, -2.9004)  0.39
H (23.7233, 11.1104, -5.9691)  0.26
H (23.0864, 9.4928, -6.1176)  0.47
C (9.7211, 8.9636, -3.1255)  -0.51
C (8.3114, 9.5031, -3.2122)  -0.54
C (7.4443, 8.4464, -2.4114)  -0.75
S (8.3487, 8.3272, -0.7922)  1.04
O (8.2367, 7.0481, -0.1513)  -0.63
O (8.0235, 9.4641, -0.0223)  -0.60
C (10.0742, 8.6115, -1.6751)  -0.71
H (10.4096, 9.7325, -3.4763)  0.30
H (9.9579, 8.0098, -3.5969)  0.28
H (8.0208, 9.5403, -4.2621)  0.33
H (8.1821, 10.5166, -2.8325)  0.32
H (7.4017, 7.4582, -2.8693)  0.35
H (6.4427, 8.7812, -2.1415)  0.39
H (10.5893, 7.6527, -1.6157)  0.33
H (10.7348, 9.1568, -1.0010)  0.40
C (17.0708, -0.2531, -3.8227)  -0.63
C (16.3911, -1.6323, -3.9968)  -0.67
C (14.9221, -1.5067, -4.3332)  -0.66
S (14.8563, 0.0773, -5.3941)  1.06
O (13.8609, 0.8933, -4.7166)  -0.63
O (14.8633, -0.1545, -6.8079)  -0.62
C (16.6205, 0.6466, -4.9972)  -0.64
H (18.1448, -0.2030, -3.6437)  0.39
H (16.8257, 0.0202, -2.7964)  0.29
H (16.5438, -2.3160, -3.1617)  0.39
H (16.8673, -2.1547, -4.8265)  0.30
H (14.3737, -1.2012, -3.4421)  0.35
H (14.5224, -2.3587, -4.8830)  0.37
H (16.4847, 1.6834, -4.6894)  0.35
H (17.1464, 0.5259, -5.9443)  0.35

Values from the calculation:
LUMO energy ... -0.402 eV
2S+1 ... 1
Kohn-Sham gap ... 0.350 hartree
HOMO energy ... -0.365 Eh
Energy above the lowest of the compared OMol25 structures with the same formula, charge and spin ... 101.2 kcal per mole

=====

Computed, not measured: a molecular structure, C38H60As2MnNO5P, with ωB97M-V/def2-TZVPD.

Each line ends with the Mulliken spin population.
Positions of all 108 atoms, in Å:
Mn (0.1493, 0.6095, -0.2281)  1.12
O (0.7473, -3.2431, 1.6261)  0.00
C (0.7722, -2.0602, 1.0155)  0.00
O (0.2045, -1.0625, 1.4267)  0.01
C (1.5637, -2.0009, -0.2494)  -0.03
C (2.4073, -2.9792, -0.7492)  0.00
C (3.1819, -2.6457, -1.8597)  -0.02
C (3.0983, -1.3648, -2.3892)  0.00
C (2.2061, -0.4530, -1.8415)  -0.04
N (1.4281, -0.7919, -0.8115)  -0.01
C (2.0143, 0.9847, -2.3029)  0.00
O (2.6993, 1.4055, -3.2169)  -0.02
O (1.1170, 1.6008, -1.6232)  0.01
H (0.2411, -3.1486, 2.4480)  0.00
H (2.4760, -3.9432, -0.2698)  0.00
H (3.8579, -3.3744, -2.2861)  0.00
H (3.7047, -1.0382, -3.2217)  0.00
C (5.5776, -1.8721, 1.0209)  0.00
As (4.0432, -1.6076, 2.2138)  0.00
C (4.2612, -3.2905, 3.1945)  0.00
C (4.8426, -0.3479, 3.4918)  0.00
C (5.2379, -0.7647, 4.7578)  0.00
C (5.8004, 0.1285, 5.6602)  0.00
C (5.9729, 1.4508, 5.2951)  0.00
C (5.5578, 1.8789, 4.0423)  0.00
C (4.9751, 0.9997, 3.1372)  0.00
As (4.3212, 1.5992, 1.3802)  0.00
C (4.7976, 3.4919, 1.4674)  0.00
C (2.4401, 1.8060, 1.8695)  -0.01
H (6.4972, -1.9519, 1.5994)  0.00
H (5.6462, -1.0385, 0.3247)  0.00
H (5.4182, -2.7943, 0.4604)  0.00
H (5.2832, -3.4217, 3.5503)  0.00
H (4.0229, -4.0981, 2.5012)  0.00
H (3.5698, -3.3439, 4.0338)  0.00
H (5.1170, -1.7971, 5.0581)  0.00
H (6.1043, -0.2157, 6.6404)  0.00
H (6.4234, 2.1537, 5.9832)  0.00
H (5.6914, 2.9202, 3.7815)  0.00
H (4.3731, 3.9737, 2.3486)  0.00
H (4.3851, 3.9608, 0.5744)  0.00
H (5.8790, 3.6190, 1.4563)  0.00
H (2.3307, 2.3513, 2.8075)  0.00
H (1.9760, 0.8223, 1.9766)  0.01
H (1.9433, 2.3514, 1.0683)  -0.01
C (-4.5658, 2.8164, -2.9121)  0.00
C (-4.3201, 2.9878, -1.4205)  0.00
C (-3.8134, 1.6793, -0.7938)  0.00
C (-3.0063, 0.8432, -1.8059)  0.00
C (-2.2475, 1.7868, -2.7461)  0.00
C (-3.2339, 2.5657, -3.6297)  0.00
P (-1.8496, -0.3581, -1.0243)  0.02
C (-2.7535, -1.1933, 0.3609)  0.01
C (-4.1430, -1.7878, 0.0467)  0.00
C (-4.9559, -2.0299, 1.3262)  0.00
C (-4.0357, -2.4704, 2.4577)  0.00
C (-3.0845, -1.3226, 2.8352)  0.00
C (-2.8299, -0.3771, 1.6568)  0.01
C (-1.7314, -1.7491, -2.2682)  -0.06
C (-3.0442, -2.1059, -3.0156)  0.00
C (-3.0330, -1.5909, -4.4508)  0.00
C (-1.9476, -2.2919, -5.2696)  0.00
C (-0.7089, -2.5832, -4.4118)  0.00
C (-0.5818, -1.5770, -3.2740)  -0.01
H (-5.0689, 3.6876, -3.3339)  0.00
H (-5.2411, 1.9684, -3.0685)  0.00
H (-5.2223, 3.3170, -0.9014)  0.00
H (-3.5793, 3.7783, -1.2786)  0.00
H (-4.6683, 1.0903, -0.4515)  0.00
H (-3.1995, 1.8932, 0.0786)  0.00
H (-3.7171, 0.2607, -2.4002)  0.00
H (-1.5354, 1.2529, -3.3770)  0.00
H (-1.6457, 2.4605, -2.1305)  0.00
H (-3.4109, 2.0187, -4.5593)  0.00
H (-2.7794, 3.5179, -3.9129)  0.00
H (-2.0778, -2.0367, 0.5678)  0.00
H (-4.0165, -2.7400, -0.4743)  0.00
H (-4.7030, -1.1379, -0.6280)  0.00
H (-5.7320, -2.7732, 1.1329)  0.00
H (-5.4741, -1.1132, 1.6226)  0.00
H (-3.4680, -3.3453, 2.1236)  0.00
H (-4.6079, -2.7947, 3.3282)  0.00
H (-2.1311, -1.7220, 3.1915)  0.00
H (-3.5039, -0.7529, 3.6683)  0.00
H (-1.9310, 0.2155, 1.8188)  0.00
H (-3.6455, 0.3426, 1.5779)  0.00
H (-1.4574, -2.6093, -1.6421)  0.00
H (-3.9143, -1.7195, -2.4925)  0.00
H (-3.1698, -3.1929, -3.0326)  0.00
H (-2.8663, -0.5105, -4.4424)  0.00
H (-4.0104, -1.7429, -4.9139)  0.00
H (-1.6717, -1.6749, -6.1272)  0.00
H (-2.3441, -3.2254, -5.6756)  0.00
H (0.1915, -2.5691, -5.0287)  0.00
H (-0.7706, -3.5895, -3.9851)  0.00
H (-0.5593, -0.5654, -3.6870)  0.00
H (0.3668, -1.7130, -2.7662)  0.01
C (-1.2314, 3.6673, 2.2512)  0.00
C (-0.9442, 3.3243, 0.7910)  -0.01
C (0.2177, 4.1498, 0.2434)  -0.01
O (-0.7498, 1.9492, 0.6905)  0.01
H (-1.4441, 4.7295, 2.3849)  0.00
H (-0.3669, 3.4073, 2.8646)  0.00
H (-2.0869, 3.0957, 2.6118)  0.00
H (-1.8351, 3.6151, 0.2116)  0.02
H (1.0592, 4.1486, 0.9366)  0.00
H (-0.0837, 5.1889, 0.1011)  0.00
H (0.5584, 3.7484, -0.7110)  0.00

Values from the calculation:
LUMO energy (alpha / beta) ... -0.543 / -0.541 eV
2S+1 ... 2
Kohn-Sham gap (alpha / beta) ... 0.255 / 0.235 hartree
HOMO energy (alpha / beta) ... -0.275 / -0.255 Eh

=====

Computed, not measured: a gas-phase ion, C5H11NO2PS (charge +1), with ωB97M-V/def2-TZVPD.

Each line ends with the Mulliken charge.
Positions of all 21 atoms, in Å:
C (1.2551, 4.8952, -0.7992)  -0.81
C (0.8397, 3.5031, -0.6773)  0.51
N (0.3487, 2.4592, -0.6154)  -0.01
C (0.0993, 1.0753, -0.3728)  -0.18
O (0.7191, 0.5318, 0.6897)  -0.37
P (1.4102, -1.1025, 0.8585)  0.33
S (1.2742, -1.7350, -1.1270)  -0.32
O (0.1679, -1.6720, 1.7321)  -0.23
C (-1.1163, -2.0949, 1.1715)  -0.12
C (-1.0100, -3.6570, 1.0171)  -1.02
H (0.4404, 5.3619, -0.2472)  0.31
H (1.1082, 5.1575, -1.7495)  0.34
H (2.3538, 4.8145, -0.4624)  0.32
H (-0.9739, 1.1065, -0.4492)  0.27
H (0.1722, 0.4122, -1.2978)  0.29
H (2.6083, -1.3640, -1.3213)  0.23
H (-1.8261, -1.8961, 1.9598)  0.27
H (-1.3100, -1.4664, 0.2971)  0.23
H (-0.6639, -4.2912, 1.7931)  0.34
H (-1.8796, -4.0034, 0.6951)  0.43
H (-0.2585, -3.9511, 0.1531)  0.19

Values from the calculation:
LUMO energy ... -3.685 eV
2S+1 ... 1
Kohn-Sham gap ... 0.336 hartree
SMILES ... CC#[N+]COP(S)OCC
HOMO energy ... -0.472 Eh
Energy above the lowest of the compared OMol25 structures with the same formula, charge and spin ... 54.6 kcal per mole
Charge ... +1

=====

Number 1: maximum force 0.0711 Eh/bohr. Number 2: maximum force 0.0827 Eh/bohr. Number 3: maximum force 0.0080 Eh/bohr. Number 4: maximum force 0.0654 Eh/bohr. Number 5: maximum force 0.0116 Eh/bohr. Number 6: maximum force 0.1084 Eh/bohr.